No. 1
{
  "formula": "C26H28InN2S2Si",
  "method": "wB97M-V/def2-TZVPD",
  "symbols": ["In", "S", "S", "Si", "N", "N", "C", "C", "C", "C", "C", "C", "C", "C", "C", "C", "C", "C", "C", "C", "C", "C", "C", "C", "C", "C", "C", "C", "C", "C", "C", "C", "H", "H", "H", "H", "H", "H", "H", "H", "H", "H", "H", "H", "H", "H", "H", "H", "H", "H", "H", "H", "H", "H", "H", "H", "H", "H", "H", "H"],
  "coordinates": [[-0.4134, 1.8600, 1.0750], [-0.0060, 7.2595, -0.0713], [4.1784, 2.4280, -0.1603], [1.4178, -3.1000, -1.8075], [-0.0689, 4.8181, 0.8180], [1.7374, 2.6388, 0.6099], [-2.7011, 2.9039, 2.0958], [0.3701, -5.6943, 1.9331], [0.1240, -6.1852, 0.6439], [-2.5746, 0.6636, 2.6320], [-3.2720, 1.6285, 1.8549], [-1.9660, -3.4663, -5.0084], [2.8333, 0.5983, 1.5046], [1.0197, -4.1405, -0.3300], [-1.5379, 1.3311, 3.3491], [-1.6011, 2.7356, 3.0102], [0.9576, -4.4293, 2.0869], [2.7747, 1.8247, 0.6733], [0.3878, -3.3920, -4.4054], [2.0065, 3.8271, -0.0844], [1.2590, 6.1902, -0.5256], [-1.3074, -3.2042, -2.6799], [1.3023, -3.6654, 0.9650], [0.4364, -5.4119, -0.4814], [-0.2472, -0.0468, 0.0000], [-2.3059, -3.3136, -3.6588], [-1.8419, 6.2604, 1.8310], [0.0501, -3.2393, -3.0478], [1.0672, 4.9175, -0.0018], [3.2893, 3.8492, -0.5915], [-0.6832, 5.9623, 0.9511], [-0.6125, -3.5071, -5.3765], [0.2161, -5.8025, -1.4802], [-0.0088, -0.8709, 0.6914], [-1.5938, -3.0979, -1.6290], [-2.7426, -3.5530, -5.7697], [3.6829, 4.6726, -1.1728], [-0.3208, -7.1733, 0.5160], [-1.1976, -0.2627, -0.5095], [1.6443, -1.6924, -1.4276], [1.7827, -2.6903, 1.0929], [-3.1078, 3.8681, 1.7923], [-0.3406, -3.6294, -6.4248], [-1.8296, 7.3299, 2.0612], [-1.1028, 3.5366, 3.5512], [1.1478, -4.0401, 3.0872], [2.8946, -0.2921, 0.8577], [0.5499, 0.0551, -0.7465], [-0.9243, 0.9071, 4.1446], [0.1104, -6.2889, 2.8091], [-1.7884, 5.7111, 2.7763], [2.6763, -3.6006, -2.4080], [-2.8275, -0.3919, 2.7227], [-2.7746, 6.0517, 1.2902], [2.1181, 6.4689, -1.1273], [1.4418, -3.4307, -4.6945], [1.9834, 0.5126, 2.2057], [-3.3573, -3.2833, -3.3667], [-4.1746, 1.4373, 1.2717], [3.7705, 0.6480, 2.0831]],
  "lowdin_charge": [1.13, 1.09, 1.13, 0.71, 0.06, -0.02, -0.17, -0.08, -0.07, -0.15, -0.14, -0.08, -0.07, -0.34, -0.20, -0.23, -0.09, -0.61, -0.11, -0.30, -0.33, -0.11, -0.12, -0.09, -0.17, -0.09, -0.08, -0.34, -0.32, -0.30, -0.58, -0.08, 0.11, 0.00, 0.10, 0.11, 0.09, 0.11, 0.01, -0.04, 0.08, 0.09, 0.10, 0.08, 0.10, 0.10, 0.09, -0.02, 0.11, 0.11, 0.08, -0.02, 0.11, 0.09, 0.08, 0.09, 0.08, 0.10, 0.11, 0.10],
  "charge": 1,
  "relative_energy_kcal_mol": 0.0,
  "gap_ev": 7.596,
  "homo_energy_ha": -0.4065
}



No. 2
{
  "formula": "C26H28N2S2SiV",
  "method": "wB97M-V/def2-TZVPD",
  "symbols": ["V", "S", "S", "Si", "N", "N", "C", "C", "C", "C", "C", "C", "C", "C", "C", "C", "C", "C", "C", "C", "C", "C", "C", "C", "C", "C", "C", "C", "C", "C", "C", "C", "H", "H", "H", "H", "H", "H", "H", "H", "H", "H", "H", "H", "H", "H", "H", "H", "H", "H", "H", "H", "H", "H", "H", "H", "H", "H", "H", "H"],
  "coordinates": [[-0.0036, 0.8619, 1.6596], [-0.2545, -4.0605, 1.2592], [1.3728, -0.7203, 6.0770], [0.0031, -0.1785, -1.0923], [0.5716, -0.0563, 3.7155], [-0.1655, -1.4970, 1.6524], [-1.3887, -3.0427, -3.9395], [-3.2627, 2.1006, -2.2690], [4.2080, -0.2110, -3.1039], [3.4284, -1.3733, -3.0550], [0.8306, -2.0606, 2.4655], [-0.8528, -2.4426, 0.9935], [0.9169, -3.4330, 2.3514], [-1.5825, 2.2761, -4.0093], [-0.7507, 1.3938, -3.3105], [-1.0851, 2.4676, 1.1276], [2.1909, -1.3672, -2.4014], [-2.8328, 2.6321, -3.4918], [-2.2288, -2.2896, 0.4643], [1.8052, -1.7425, 4.7507], [1.1881, 2.5249, 1.5878], [-0.9348, 2.4304, 2.5413], [-2.4509, 1.2095, -1.5672], [2.5024, 0.9954, -1.8622], [1.2571, -1.2730, 3.5733], [3.7434, 0.9670, -2.5029], [-1.1719, 0.8831, -2.0717], [0.4062, 0.2485, 4.9941], [0.4766, 2.5333, 2.8190], [1.7008, -0.1649, -1.8485], [0.2172, 2.5153, 0.5454], [-0.6768, 1.1045, 5.5173], [2.2701, 2.5503, 1.4438], [-1.3831, -4.0288, -4.4170], [2.3913, -2.6455, 4.8166], [-2.0224, 2.4633, 0.5823], [2.1535, 1.9170, -1.3835], [-3.4780, 3.3199, -4.0394], [-0.4082, 2.1430, 5.2866], [-2.3105, -2.7823, -0.5181], [-4.2323, 2.3753, -1.8534], [-1.6940, -2.2927, -4.6744], [-0.7597, 0.9622, 6.6033], [-2.7959, 0.7867, -0.6124], [5.1722, -0.2219, -3.6147], [-1.7520, 2.3477, 3.2504], [-0.3848, -2.8171, -3.5765], [4.3364, 1.8796, -2.5419], [1.6325, -4.0259, 2.8967], [-1.2365, 2.6807, -4.9589], [3.7747, -2.2911, -3.5305], [-2.0961, -3.0538, -3.1071], [0.2308, 1.1162, -3.7113], [-1.6349, 0.8480, 5.0278], [-2.4847, -1.2241, 0.3773], [-0.4828, -1.5348, -1.4257], [1.5879, -2.2810, -2.3332], [0.4381, 2.6408, -0.5115], [0.9262, 2.7220, 3.7935], [-2.9349, -2.7849, 1.1614]],
  "lowdin_charge": [0.77, 1.12, 1.12, 0.79, 0.02, -0.01, -0.04, -0.08, -0.07, -0.08, -0.31, -0.64, -0.31, -0.07, -0.09, -0.18, -0.11, -0.08, -0.10, -0.30, -0.15, -0.17, -0.14, -0.11, -0.30, -0.08, -0.34, -0.59, -0.16, -0.34, -0.23, -0.07, 0.14, 0.02, 0.09, 0.11, 0.09, 0.11, 0.08, 0.08, 0.11, 0.03, 0.09, 0.08, 0.11, 0.12, -0.01, 0.11, 0.08, 0.11, 0.11, 0.00, 0.10, 0.10, 0.06, -0.01, 0.08, 0.10, 0.12, 0.10],
  "spin_multiplicity": 3,
  "charge": 1,
  "gap_ev": [7.352, 6.756],
  "homo_energy_ha": [-0.3931, -0.3680]
}



No. 3
{
  "formula": "C26H28N3O5",
  "method": "wB97M-V/def2-TZVPD",
  "symbols": ["O", "O", "O", "O", "O", "N", "N", "N", "C", "C", "C", "C", "C", "C", "C", "C", "C", "C", "C", "C", "C", "C", "C", "C", "C", "C", "C", "C", "C", "C", "C", "C", "C", "C", "H", "H", "H", "H", "H", "H", "H", "H", "H", "H", "H", "H", "H", "H", "H", "H", "H", "H", "H", "H", "H", "H", "H", "H", "H", "H", "H", "H"],
  "coordinates": [[3.5125, -1.1029, -0.1620], [2.4012, -0.6400, 1.7282], [-1.8295, -5.6369, 1.1232], [0.4281, -1.3219, -2.5563], [2.1700, -0.0198, -2.1545], [-4.7852, 3.2123, 0.8722], [4.0306, 1.6838, -0.6275], [1.7834, 4.6592, 1.0364], [1.6838, 3.5638, 0.6289], [0.2527, -2.0954, 0.1830], [-1.8289, 1.0569, 0.5850], [0.5308, -2.8070, 1.3699], [1.0683, -0.9286, -0.2357], [-3.1357, 1.4448, 0.7605], [-1.1802, -4.4610, 0.9143], [5.8468, -0.6997, -0.2882], [1.1843, -0.8177, -1.7333], [2.0878, 0.2345, -3.5830], [-5.1573, 4.6095, 0.9410], [-0.8424, -2.5702, -0.5757], [-0.1381, -3.9708, 1.7280], [0.5184, 1.4401, 0.1578], [-1.5407, -3.7081, -0.2320], [1.6411, 2.2142, 0.1403], [3.3004, 1.0652, -3.8564], [4.7128, -0.9267, 0.6546], [-3.4999, 2.8178, 0.6702], [-0.7892, 1.9845, 0.3171], [-5.9164, 2.3142, 0.7805], [2.9146, 1.8143, -0.3055], [2.3911, -0.8908, 0.5271], [-2.4786, 3.7666, 0.4009], [-1.4451, -6.4913, 2.2324], [-1.1802, 3.3514, 0.1776], [2.1015, -0.7190, -4.1269], [5.9383, -1.4987, -1.0300], [-0.4245, -6.8850, 2.1112], [-4.4264, 5.1857, 1.5203], [5.7017, 0.2668, -0.7871], [-1.5648, 0.0047, 0.6665], [-5.6114, 1.2702, 0.8282], [-6.1326, 4.6685, 1.4356], [4.5795, -0.0527, 1.3004], [0.5714, 0.2469, 0.1459], [-2.3416, -4.0725, -0.8725], [-1.5343, -5.9669, 3.1951], [3.3242, 1.3793, -4.9015], [1.3176, -2.4705, 2.0333], [-2.7260, 4.8273, 0.3530], [-1.1046, -2.0774, -1.5042], [-3.8705, 0.6802, 0.9973], [-6.5985, 2.5291, 1.6113], [-0.4607, 4.1082, -0.1114], [3.3096, 1.9528, -3.2169], [6.7657, -0.6500, 0.2996], [4.2059, 0.4853, -3.6422], [-2.1610, -7.3145, 2.1898], [-5.2490, 5.0652, -0.0580], [1.1478, 0.7643, -3.7908], [0.1712, -4.5207, 2.6189], [4.8290, -1.8263, 1.2745], [-6.4684, 2.4753, -0.1582]],
  "lowdin_charge": [-0.01, 0.06, -0.12, 0.04, -0.03, -0.21, 0.21, 0.13, -0.21, -0.16, 0.00, -0.03, -0.13, -0.02, -0.30, -0.10, -0.44, -0.21, -0.08, -0.04, -0.04, 0.02, -0.02, -0.21, -0.09, -0.23, -0.23, -0.18, -0.06, -0.17, -0.48, -0.02, -0.08, -0.01, 0.12, 0.08, 0.09, 0.09, 0.04, 0.11, 0.07, 0.08, 0.11, 0.03, 0.11, 0.08, 0.07, 0.10, 0.09, 0.10, 0.09, 0.08, 0.09, 0.06, 0.07, 0.08, 0.08, 0.09, 0.13, 0.09, 0.12, 0.09],
  "charge": -1,
  "gap_ev": 5.652,
  "homo_energy_ha": -0.1194
}



No. 4
{
  "formula": "C26H28N5Sn",
  "method": "wB97M-V/def2-TZVPD",
  "symbols": ["Sn", "N", "N", "N", "N", "N", "C", "C", "C", "C", "C", "C", "C", "C", "C", "C", "C", "C", "C", "C", "C", "C", "C", "C", "C", "C", "C", "C", "C", "C", "C", "C", "H", "H", "H", "H", "H", "H", "H", "H", "H", "H", "H", "H", "H", "H", "H", "H", "H", "H", "H", "H", "H", "H", "H", "H", "H", "H", "H", "H"],
  "coordinates": [[0.9214, -0.4084, 0.1870], [-1.4310, -2.1697, -0.3791], [1.1695, 0.1437, -2.0211], [-1.6437, 0.3184, 0.8972], [3.1359, -0.6508, -0.4296], [0.3450, 0.5923, 2.7152], [5.4164, -1.0244, 0.1593], [-0.2911, -0.4624, 3.5383], [1.6607, 0.9381, 3.2888], [4.8292, -0.3121, -2.0554], [-4.0404, 0.4004, 0.3599], [5.7978, -0.6707, -1.1246], [4.0715, -0.9966, 0.4693], [-4.9277, 0.1072, -0.6094], [-1.2983, -2.7750, 0.9745], [-3.3525, -1.4642, -1.6716], [0.1179, 0.5263, -2.7673], [-2.3607, 2.6744, 1.1943], [2.3899, 0.0514, -2.5878], [-2.4716, -1.3223, -0.5867], [-2.1663, 3.8780, 1.8255], [-2.7045, -0.1642, 0.3094], [-1.5609, 1.5540, 1.5194], [-1.0970, -3.1430, -1.4421], [-4.5416, -0.7739, -1.6674], [-0.3325, 2.9294, 3.0927], [3.5025, -0.3192, -1.6803], [-0.5013, 1.7102, 2.4594], [-1.1689, 3.9962, 2.7937], [1.4744, 0.6769, -4.7069], [0.2270, 0.8033, -4.1119], [2.5637, 0.2982, -3.9364], [-0.2534, -2.9994, 1.1889], [1.5938, 1.2034, 4.3464], [-1.3344, -0.5822, 3.2623], [-4.3111, 1.0363, 1.1923], [-0.1269, -3.5819, -1.2171], [-0.2438, -0.1946, 4.5969], [-5.9308, 0.5108, -0.5880], [-0.8348, 0.6152, -2.2586], [0.4448, 3.0598, 3.8321], [-2.7646, 4.7368, 1.5532], [5.1253, -0.0257, -3.0539], [-3.1867, -2.2204, -2.4234], [3.5377, 0.2009, -4.3934], [-1.8315, -3.9500, -1.4762], [2.1088, 1.7661, 2.7428], [-1.0444, -2.6545, -2.4107], [2.3118, 0.0659, 3.2208], [-5.2585, -0.9836, -2.4533], [6.8433, -0.6678, -1.4057], [0.2367, -1.4081, 3.4037], [-1.8528, -3.7143, 0.9903], [-1.0303, 4.9376, 3.3096], [-3.0641, 2.6135, 0.3764], [6.1418, -1.3165, 0.9064], [-0.6406, 1.1143, -4.6774], [3.7264, -1.2667, 1.4601], [-1.6970, -2.1143, 1.7324], [1.6029, 0.8779, -5.7632]],
  "lowdin_charge": [1.61, -0.20, -0.08, 0.09, -0.10, -0.30, 0.01, -0.04, -0.08, 0.04, 0.02, 0.03, -0.10, 0.00, -0.04, 0.02, -0.11, 0.00, -0.19, -0.16, -0.02, -0.19, -0.20, -0.02, 0.05, 0.02, -0.21, -0.20, 0.01, 0.03, 0.00, 0.05, 0.07, 0.11, 0.08, 0.14, 0.10, 0.12, 0.14, 0.11, 0.13, 0.13, 0.13, 0.12, 0.13, 0.12, 0.10, 0.10, 0.08, 0.14, 0.14, 0.09, 0.12, 0.14, 0.12, 0.14, 0.13, 0.11, 0.07, 0.14],
  "charge": 3,
  "relative_energy_kcal_mol": 34.5,
  "gap_ev": 5.877,
  "homo_energy_ha": -0.6220
}



What is the formula in the fourth record? C26H28N5Sn